Entry from the OMol25 dataset: a structure of composition C34H50CdN9O in a non-equilibrium geometry (ωB97M-V/def2-TZVPD).

XYZ file:
```
95
Properties=species:S:1:pos:R:3:forces:R:3:mulliken_charge:R:1
Cd -1.0327 0.9805 0.1067 -0.2 -0.1 -0.1 0.534
C -3.6397 0.8524 -3.7484 0.0 -0.1 -0.1 -1.026
N -2.5908 -0.1037 -3.4044 0.0 0.1 0.3 -0.058
C -1.2483 0.4405 -3.5547 0.0 0.0 0.0 -0.842
C -2.8133 -0.9836 -2.3693 -0.2 0.0 -0.1 0.434
N -2.0353 -0.9364 -1.3130 0.5 0.8 -0.1 0.204
C -1.4482 -1.9463 -0.6202 -0.1 -1.0 -0.5 -1.175
C -1.2293 -3.2373 -1.1179 -0.4 0.5 0.2 -0.505
C -0.8081 -4.3310 -0.3782 0.1 -0.2 0.1 -1.186
C -0.2890 -4.3459 0.9582 0.1 0.0 0.1 -0.864
C 0.2960 -3.3204 1.6158 0.0 0.0 0.0 -1.191
C 0.4601 -1.9643 0.9723 0.1 -0.2 0.3 0.664
N 0.9404 -0.8991 1.8415 0.0 0.0 -0.1 0.371
C 2.0033 -0.9368 2.5641 -0.3 -0.1 0.1 -0.336
N 2.9607 -1.9715 2.5807 0.1 -0.1 -0.1 0.620
C 3.2969 -2.5147 3.8894 0.0 0.0 -0.1 -1.139
C 4.1193 -1.8990 1.6983 -0.1 -0.1 0.0 -1.168
N 2.1720 0.0551 3.4955 0.1 0.1 0.0 0.227
C 3.5023 0.5614 3.8055 0.0 0.0 0.1 -1.344
C 1.0575 0.9215 3.8182 0.0 0.0 0.0 -0.940
N -3.8828 -1.7974 -2.4903 0.1 0.0 0.0 0.209
C -4.3955 -2.5314 -1.3511 -0.1 0.0 0.1 -1.136
C -4.5234 -2.0753 -3.7652 0.0 -0.1 -0.1 -1.269
H -3.5936 1.0798 -4.8137 0.0 0.0 0.0 0.334
H -3.5058 1.7824 -3.1849 0.0 0.0 0.0 0.282
H -4.6216 0.4497 -3.5156 0.0 0.0 0.0 0.373
H -1.1261 0.7507 -4.5934 0.0 0.0 0.0 0.348
H -0.5156 -0.3297 -3.3282 0.0 0.0 0.0 0.255
H -1.0643 1.3119 -2.9149 0.0 0.0 0.0 0.169
H -1.5577 -3.4062 -2.1383 0.0 -0.1 0.0 0.560
H -0.9256 -5.2995 -0.8505 0.0 0.0 0.0 0.387
H -0.3498 -5.2968 1.4772 0.0 0.0 0.0 0.360
H 0.5804 -3.4237 2.6547 0.1 -0.1 0.0 0.428
H 2.4156 -2.5232 4.5279 0.0 0.0 0.0 0.343
H 4.0994 -1.9631 4.3941 0.0 0.0 0.0 0.368
H 3.6388 -3.5429 3.7548 0.0 0.0 0.0 0.347
H 3.9124 -1.2703 0.8373 -0.1 0.0 -0.1 0.353
H 4.3779 -2.9005 1.3520 0.0 0.0 -0.1 0.287
H 4.9951 -1.4965 2.2250 0.0 0.0 0.0 0.461
H 3.8239 0.2753 4.8100 0.0 0.0 0.0 0.323
H 3.4966 1.6507 3.7500 0.0 0.0 0.0 0.479
H 4.2368 0.2059 3.0865 -0.1 0.0 0.1 0.387
H 0.2119 0.3258 4.1608 0.1 0.0 0.0 0.321
H 0.7339 1.5243 2.9602 0.0 0.0 0.0 0.154
H 1.3533 1.5870 4.6265 0.0 0.0 0.0 0.532
H -4.2057 -1.9754 -0.4364 0.0 0.0 0.0 0.455
H -3.9382 -3.5211 -1.2661 0.0 0.0 0.0 0.300
H -5.4718 -2.6530 -1.4674 0.0 0.0 0.0 0.491
H -3.9062 -1.7168 -4.5834 0.0 0.0 0.0 0.396
H -5.5099 -1.6096 -3.8265 0.0 0.0 0.0 0.385
H -4.6519 -3.1539 -3.8717 0.0 0.0 0.0 0.417
C -3.8094 -1.6217 3.7786 0.0 0.0 0.0 -0.752
C -3.8628 -2.5591 2.7597 0.0 0.0 0.0 -1.162
C -2.9177 -2.5503 1.7440 0.1 -0.1 0.0 -0.453
C -1.9242 -1.5772 1.7156 -0.1 0.0 0.1 1.120
C -1.8720 -0.6407 2.7438 0.0 0.0 -0.1 -0.548
C -2.7986 -0.6723 3.7740 0.0 0.0 0.0 -1.033
N -0.9672 -1.5290 0.6319 0.4 0.6 0.0 2.943
C 1.3303 -2.0050 -0.3031 0.0 0.1 0.1 0.539
C 2.0800 -3.1242 -0.6520 0.0 0.1 0.0 -0.387
C 2.9139 -3.1079 -1.7603 0.0 0.0 0.0 -0.940
C 3.0229 -1.9704 -2.5435 0.0 0.0 0.0 -0.807
C 2.2927 -0.8441 -2.1990 -0.1 0.2 0.0 -0.858
C 1.4652 -0.8622 -1.0870 0.0 -0.2 0.1 0.980
H -4.5465 -1.6326 4.5703 0.0 0.0 0.0 0.418
H -4.6407 -3.3120 2.7567 0.0 0.0 0.0 0.455
H -2.9421 -3.3203 0.9853 0.0 0.0 0.0 0.525
H -1.0868 0.0999 2.7313 -0.1 0.0 0.0 0.255
H -2.7354 0.0618 4.5671 0.0 0.0 0.0 0.465
H 2.0294 -4.0206 -0.0547 -0.1 0.0 0.1 0.506
H 3.4841 -3.9942 -2.0087 0.0 0.0 0.0 0.464
H 3.6731 -1.9551 -3.4082 0.0 0.0 0.0 0.429
H 2.3674 0.0606 -2.7907 0.0 0.0 0.0 0.544
H 0.9228 0.0361 -0.8219 0.1 0.1 -0.1 -0.967
C 2.5908 3.1565 -0.0011 -0.1 0.0 0.0 -0.939
N 1.9327 4.3165 -0.5662 0.0 0.0 -0.1 0.304
C 2.5860 5.5967 -0.3552 -0.1 0.1 -0.1 -0.585
C 2.1704 6.5834 -1.4286 -0.1 -0.1 0.1 -0.709
C 0.6567 6.6594 -1.4573 0.1 0.1 0.0 -0.645
N 0.0753 5.3301 -1.5492 -0.1 0.0 0.0 0.174
C -1.2746 5.2671 -2.0751 0.0 -0.1 0.0 -1.129
C 0.6844 4.1953 -1.1061 0.1 0.1 0.1 0.519
O 0.1302 3.0891 -1.1998 -0.2 -0.4 -0.1 -0.729
H 3.5989 3.0631 -0.4103 0.0 0.0 0.0 0.371
H 2.0228 2.2671 -0.2545 0.0 0.0 0.0 -0.110
H 2.6619 3.2388 1.0885 0.0 0.0 0.0 0.423
H 3.6637 5.4310 -0.3860 0.0 0.0 0.0 0.350
H 2.3360 5.9952 0.6363 0.1 0.0 0.0 0.300
H 2.5419 6.2516 -2.3998 0.0 0.0 0.0 0.305
H 2.5911 7.5653 -1.2157 0.0 0.0 0.0 0.355
H 0.3222 7.2341 -2.3226 0.0 0.0 0.0 0.369
H 0.2853 7.1721 -0.5617 0.0 0.0 0.0 0.300
H -1.2837 5.5240 -3.1372 0.0 0.0 0.0 0.339
H -1.9198 5.9660 -1.5382 0.0 0.0 0.0 0.367
H -1.6551 4.2593 -1.9495 0.0 0.0 0.0 0.252
```
Forces are in eV/Å.

Values from the calculation:
- HOMO-LUMO gap (alpha / beta) (eV) = 4.972 / 6.748
- HOMO (alpha / beta) (Eh) = -0.3124 / -0.3425
- total charge = +1
- ΔE to the lowest compared entry with this formula, charge and spin (kcal/mol) = 100.0
- spin multiplicity = 1
- LUMO level (alpha / beta) (eV) = -3.527 / -2.572
- max |F| (hartree/bohr) = 0.0205